# CH2NO3S

A structure of composition CH2NO3S (ωB97M-V/def2-TZVPD, the Open Molecules 2025 dataset).

Last column: Mulliken charge in e.
Element x y z (Å)
1 C 3.4509 -0.0666 -0.0657  0.690
2 N -0.0670 -0.8024 -0.5346  -0.347
3 O -1.1791 -1.5566 0.0162  -0.340
4 O 3.5071 1.0908 -0.2593  -0.470
5 O 3.9238 -1.1099 0.1665  -0.452
6 S 1.1938 -0.5920 0.4751  -0.382
7 H 1.3599 0.7504 0.9384  0.058
8 H -0.8587 -2.1283 0.7490  0.243

As for the highest occupied orbital energy: -2.494 eV. For the molar mass, the calculation gives 108.10 g mol⁻¹. Its total energy is -19535.374 eV. Its HOMO-LUMO gap is 0.23071 hartree. Its charge is -1. The calculation puts the energy above the lowest of the compared OMol25 structures with the same formula, charge and spin at 81.4 kcal/mol.



# CH2NO3S2

A cluster of 2 separate species, CH2NO3S2 in total (ωB97M-V/def2-TZVPD, the Open Molecules 2025 dataset).

Last column: Mulliken charge in e.
Element x y z (Å)
1 C 0.0994 0.8208 -1.5823  0.670
2 N 0.5602 -0.0876 -0.6835  -0.545
3 O -0.9932 1.3740 -1.5990  -0.643
4 O 1.1431 1.1608 -2.4885  -0.520
5 O -0.1373 -2.1287 3.6559  -0.371
6 S -0.2130 -0.5319 0.7338  -0.126
7 S -0.7605 -0.7419 3.6223  0.096
8 H 1.8440 0.6321 -2.2256  0.325
9 H -1.5427 -0.4976 0.5670  0.114

As for the highest occupied orbital energy (alpha / beta): -3.690 / -3.321 eV. For the molar mass, the calculation gives 140.17 g mol⁻¹. Its total energy is -30371.708 eV. Its HOMO-LUMO gap (alpha / beta) is 0.21765 / 0.18830 hartree. Its charge is -1. The calculation puts the energy above the lowest of the compared OMol25 structures with the same formula, charge and spin at 64.2 kcal/mol.



# CH2NO4

A structure of composition CH2NO4 (ωB97M-V/def2-TZVPD, the Open Molecules 2025 dataset).

Last column: Mulliken charge in e.
Element x y z (Å)
1 C 1.7245 0.2960 -0.5596  0.010
2 N -2.0361 -0.3271 0.5878  1.291
3 O -2.1442 -0.4016 1.7010  -0.285
4 O -2.3858 -0.4181 -0.4807  -0.299
5 O -0.2487 0.0161 0.5639  -0.454
6 O 0.5335 -0.0640 -0.5302  0.113
7 H 2.2773 0.8867 0.2735  0.328
8 H 2.2796 0.0119 -1.5558  0.295

As for the highest occupied orbital energy: -16.665 eV. For the molar mass, the calculation gives 92.03 g mol⁻¹. Its total energy is -10732.503 eV. Its HOMO-LUMO gap is 0.39216 hartree. Its charge is +1. The calculation puts the energy above the lowest of the compared OMol25 structures with the same formula, charge and spin at 95.3 kcal/mol.



# CH2NO4S

A cluster of 2 separate species, CH2NO4S in total (ωB97M-V/def2-TZVPD, the Open Molecules 2025 dataset).

Last column: Mulliken charge in e.
Element x y z (Å)
1 C -2.4787 -0.2042 0.0035  -0.669
2 N -1.2018 -0.0497 0.0162  0.652
3 O 3.7150 0.8134 -0.9065  -0.416
4 O -0.3874 -0.6349 -0.7717  -0.702
5 O -0.7116 0.8353 0.9065  -0.739
6 O 3.7989 -0.7839 0.9033  -0.415
7 S 3.0441 0.2721 0.2666  0.809
8 H -2.7100 -0.8973 -0.7666  0.275
9 H -3.0685 0.6493 0.3486  0.207

As for the highest occupied orbital energy: -3.361 eV. For the molar mass, the calculation gives 124.10 g mol⁻¹. Its total energy is -21582.004 eV. Its HOMO-LUMO gap is 0.20490 hartree. Its charge is -1. The calculation puts the energy above the lowest of the compared OMol25 structures with the same formula, charge and spin at 108.1 kcal/mol.



# CH2O2S

A structure of composition CH2O2S (ωB97M-V/def2-TZVPD, the Open Molecules 2025 dataset).

Last column: Mulliken charge in e.
Element x y z (Å)
1 C -0.6906 -0.1250 -0.6471  0.036
2 O 1.5269 1.1572 -1.4529  -0.435
3 O 0.2106 -0.9326 -0.3427  -0.067
4 S 0.7319 0.0131 -1.8010  0.455
5 H -1.1772 -0.0298 1.8581  -0.092
6 H -0.6016 -0.0831 2.3856  0.103

As for the highest occupied orbital energy: -9.624 eV. For the molar mass, the calculation gives 78.09 g mol⁻¹. Its total energy is -15994.763 eV. Its HOMO-LUMO gap is 0.33985 hartree. The calculation puts the energy above the lowest of the compared OMol25 structures with the same formula, charge and spin at 119.3 kcal/mol.



# CH2O2S2

A structure of composition CH2O2S2 (ωB97M-V/def2-TZVPD, the Open Molecules 2025 dataset).

Last column: Mulliken charge in e.
Element x y z (Å)
1 C -0.5180 -0.4892 0.7118  -0.175
2 O 1.2923 -1.6466 -1.2980  -0.433
3 O 1.5645 0.6296 -0.6829  -0.516
4 S -0.9352 1.1227 0.7770  -0.054
5 S 0.6265 -0.4558 -0.9798  0.764
6 H -2.2719 -0.9017 0.6779  0.207
7 H 0.2418 1.7410 0.7941  0.206

As for the highest occupied orbital energy (alpha / beta): -9.748 / -9.751 eV. For the molar mass, the calculation gives 110.16 g mol⁻¹. Its total energy is -26828.385 eV. Its HOMO-LUMO gap (alpha / beta) is 0.27460 / 0.27476 hartree. The calculation puts the energy above the lowest of the compared OMol25 structures with the same formula, charge and spin at 130.7 kcal/mol.



# CH2O2S2

An isolated molecule of CH2O2S2 (ωB97M-V/def2-TZVPD, the Open Molecules 2025 dataset).

Last column: Mulliken charge in e.
Element x y z (Å)
1 O 1.8508 0.5571 0.4595  -0.276
2 O 0.5372 0.8936 0.0939  -0.160
3 C -0.2729 -0.1341 0.0844  0.333
4 S 0.1303 -1.7745 -0.1013  -0.228
5 S -1.8914 0.4683 0.2121  -0.177
6 H 2.2097 0.5313 -0.3941  0.335
7 H -2.5637 -0.5417 -0.3546  0.174

As for the highest occupied orbital energy: -8.993 eV. For the molar mass, the calculation gives 110.16 g mol⁻¹. Its total energy is -26831.311 eV. Its HOMO-LUMO gap is 0.32649 hartree. The calculation puts the energy above the lowest of the compared OMol25 structures with the same formula, charge and spin at 63.3 kcal/mol.



# CH2O3

An isolated molecule of CH2O3 (ωB97M-V/def2-TZVPD, the Open Molecules 2025 dataset).

Last column: Mulliken charge in e.
Element x y z (Å)
1 C 0.3130 -0.1972 0.1203  0.026
2 O -0.5511 0.9470 -0.0945  -0.001
3 O -0.3456 -1.2508 0.1004  -0.321
4 O -1.7046 0.3974 -0.2926  -0.220
5 H 1.0288 0.1286 -0.7527  0.236
6 H 1.2595 -0.0250 0.9192  0.280

As for the highest occupied orbital energy (alpha / beta): -10.463 / -10.789 eV. For the molar mass, the calculation gives 62.02 g mol⁻¹. Its total energy is -7204.511 eV. Its HOMO-LUMO gap (alpha / beta) is 0.35374 / 0.30273 hartree. The calculation puts the energy above the lowest of the compared OMol25 structures with the same formula, charge and spin at 185.3 kcal/mol.



# CH2O3

An isolated molecule of CH2O3 (ωB97M-V/def2-TZVPD, the Open Molecules 2025 dataset).

Last column: Mulliken charge in e.
Element x y z (Å)
1 O 0.9776 -0.9293 0.0012  -0.510
2 C 0.0858 -0.1197 0.0123  0.725
3 O -1.2011 -0.4250 -0.0141  -0.438
4 O 0.2283 1.2274 -0.0040  -0.471
5 H -1.7496 0.3634 0.0740  0.351
6 H 1.1969 1.3704 -0.0128  0.343

As for the highest occupied orbital energy: -11.351 eV. For the molar mass, the calculation gives 62.02 g mol⁻¹. Its total energy is -7212.468 eV. Its HOMO-LUMO gap is 0.43254 hartree. The calculation puts the energy above the lowest of the compared OMol25 structures with the same formula, charge and spin at 1.8 kcal/mol.



# CH2O3S

An isolated molecule of CH2O3S (ωB97M-V/def2-TZVPD, the Open Molecules 2025 dataset).

Last column: Mulliken charge in e.
Element x y z (Å)
1 C 0.1573 0.0496 -0.5350  0.108
2 O -1.8398 -1.4050 0.8442  -0.516
3 O -0.7071 0.9882 0.1540  -0.318
4 O 1.4970 0.3244 -0.4043  -0.436
5 S -0.6084 -0.4747 0.9945  0.438
6 H -0.0618 -0.1776 -1.5256  0.413
7 H 1.5628 0.6951 0.4723  0.309

As for the highest occupied orbital energy: -10.097 eV. For the molar mass, the calculation gives 94.09 g mol⁻¹. Its total energy is -18044.748 eV. Its HOMO-LUMO gap is 0.37924 hartree. The calculation puts the energy above the lowest of the compared OMol25 structures with the same formula, charge and spin at 25.5 kcal/mol.